# 1
Entry from the OMol25 dataset: a structure of composition C32H31AsLiN2O2SSi (the ωB97M-V functional and the def2-TZVPD basis).

Energy relative to the best compared isomer or geometry (same formula, charge and spin), kcal/mol: 16.5
Lowest unoccupied orbital energy, eV: 2.6
Orbital gap, eV: 6.83
HOMO energy, eV: -4.23
Charge: -1
Multiplicity: 1
Largest force on an atom, hartree/bohr: 0.012

Last column: Löwdin charge in e.
Geometry (Å):
Li: 0.592 1.593 -1.001  0.432
O: 3.978 2.856 -2.096  0.002
C: 2.801 2.599 -1.834  -0.640
O: 2.236 1.470 -1.703  -0.167
C: 1.872 3.809 -1.632  -0.195
C: 2.397 5.066 -1.360  -0.009
C: 1.527 6.122 -1.165  -0.073
C: 0.159 5.899 -1.258  -0.077
C: -0.278 4.616 -1.532  -0.141
N: 0.555 3.590 -1.717  0.062
H: 3.471 5.175 -1.304  0.112
H: 1.907 7.113 -0.940  0.099
H: -0.556 6.698 -1.112  0.094
H: -1.338 4.386 -1.592  0.107
C: -4.073 0.026 3.652  -0.189
Si: -2.926 1.459 3.209  0.486
C: -3.853 3.044 3.591  -0.186
C: -1.474 1.339 4.366  -0.217
C: -2.689 1.364 1.350  -0.270
C: -3.830 1.156 0.591  -0.117
C: -3.770 1.003 -0.797  -0.101
C: -2.517 1.024 -1.370  -0.186
N: -1.393 1.237 -0.687  -0.083
C: -1.440 1.463 0.656  -0.811
S: 0.050 1.876 1.415  0.533
H: -4.065 -0.146 4.734  0.023
H: -3.746 -0.897 3.159  0.026
H: -5.110 0.215 3.349  0.020
H: -4.102 3.099 4.658  0.026
H: -4.785 3.102 3.020  0.023
H: -3.245 3.918 3.336  0.032
H: -1.855 1.192 5.384  0.027
H: -0.859 2.240 4.331  0.013
H: -0.827 0.500 4.098  0.005
H: -4.800 1.103 1.082  0.093
H: -4.659 0.846 -1.393  0.085
H: -2.392 0.844 -2.437  0.103
C: -1.001 -5.645 -2.095  -0.107
C: 0.224 -5.524 -1.443  -0.092
C: 0.755 -4.270 -1.183  -0.100
C: 0.076 -3.118 -1.573  -0.379
C: -1.148 -3.247 -2.222  -0.121
C: -1.687 -4.504 -2.484  -0.102
As: 0.786 -1.306 -1.223  1.366
C: 1.048 -1.598 0.693  -0.397
C: 2.232 -1.445 1.402  -0.109
C: 2.256 -1.645 2.780  -0.087
C: 1.096 -1.990 3.458  -0.102
C: -0.098 -2.119 2.755  -0.098
C: -0.120 -1.916 1.386  -0.133
C: 2.518 -1.641 -2.072  -0.382
C: 2.563 -1.239 -3.407  -0.129
C: 3.705 -1.425 -4.169  -0.086
C: 4.832 -2.006 -3.600  -0.100
C: 4.798 -2.411 -2.275  -0.093
C: 3.645 -2.234 -1.517  -0.112
H: -1.415 -6.625 -2.297  0.093
H: 0.763 -6.412 -1.135  0.096
H: 1.705 -4.186 -0.667  0.098
H: -1.687 -2.355 -2.521  0.087
H: -2.643 -4.590 -2.987  0.095
H: 3.131 -1.116 0.899  0.097
H: 3.184 -1.515 3.324  0.098
H: 1.117 -2.136 4.532  0.096
H: -1.015 -2.359 3.280  0.098
H: -1.058 -2.003 0.847  0.103
H: 1.700 -0.751 -3.844  0.095
H: 3.726 -1.095 -5.200  0.097
H: 5.736 -2.130 -4.184  0.094
H: 5.672 -2.863 -1.823  0.095
H: 3.640 -2.576 -0.491  0.080


# 2
Entry from the OMol25 dataset: a cluster of 3 separate species, C4H16N2O2 in total in a non-equilibrium geometry (the ωB97M-V functional and the def2-TZVPD basis).

Energy relative to the best compared isomer or geometry (same formula, charge and spin), kcal/mol: 36.7
Lowest unoccupied orbital energy, eV: 0.4
Orbital gap, eV: 9.05
HOMO energy, eV: -8.69
Charge: 0
Multiplicity: 1
Largest force on an atom, hartree/bohr: 0.053
SMILES: CC[C@H](N)CN.O.O

Last column: natural (NBO) charge in e.
Geometry (Å):
N: -1.131 0.941 0.931  -0.866
C: 0.173 -2.554 -0.159  -0.628
C: -0.020 -1.320 0.699  -0.413
C: -0.725 -0.107 -0.004  -0.040
C: -1.814 -0.469 -1.004  -0.227
N: -1.514 -0.171 -2.402  -0.866
H: -0.450 1.638 1.159  0.381
H: -1.762 0.545 1.587  0.367
H: 0.578 -2.207 -1.166  0.202
H: 0.909 -3.259 0.205  0.218
H: -0.679 -3.203 -0.331  0.217
H: 0.843 -0.845 1.184  0.209
H: -0.712 -1.674 1.503  0.188
H: 0.147 0.361 -0.578  0.161
H: -1.962 -1.610 -0.793  0.162
H: -2.810 0.014 -0.872  0.191
H: -2.319 -0.068 -2.973  0.376
H: -0.731 0.446 -2.439  0.367
H: 3.091 0.176 -3.209  0.468
H: 3.816 0.685 -1.983  0.466
O: 3.867 0.680 -2.949  -0.933
H: 1.402 4.588 4.127  0.467
H: 0.996 3.223 4.694  0.468
O: 0.808 4.191 4.772  -0.935


# 3
Entry from the OMol25 dataset: the ion C35H12F19O2Si with charge +1 in a non-equilibrium geometry (the ωB97M-V functional and the def2-TZVPD basis).

Energy relative to the best compared isomer or geometry (same formula, charge and spin), kcal/mol: 0.0
Lowest unoccupied orbital energy, eV: -4.2
Orbital gap, eV: 8.23
HOMO energy, eV: -12.42
Charge: +1
Multiplicity: 1
Largest force on an atom, hartree/bohr: 0.039

Last column: natural (NBO) charge in e.
Geometry (Å):
F: -4.425 4.006 -4.628  -0.313
C: -4.299 2.717 -4.154  0.436
C: -5.393 1.866 -4.246  -0.334
C: -5.184 0.551 -3.842  0.435
F: -6.195 -0.368 -4.016  -0.315
C: -3.984 0.117 -3.294  -0.337
C: -2.933 1.031 -3.117  0.101
C: -1.738 0.527 -2.301  -0.274
C: -0.368 1.079 -2.687  -0.010
C: 0.632 0.135 -2.905  -0.320
C: 1.895 0.559 -3.295  0.438
F: 2.881 -0.389 -3.452  -0.320
C: 2.214 1.902 -3.476  -0.336
C: 1.192 2.812 -3.241  0.428
F: 1.438 4.151 -3.446  -0.312
C: -0.076 2.442 -2.782  -0.263
C: -3.064 2.324 -3.636  -0.319
H: -6.344 2.188 -4.657  0.268
H: -3.874 -0.920 -2.979  0.220
H: -1.701 -0.544 -2.545  0.221
H: 0.427 -0.936 -2.801  0.233
H: 3.204 2.211 -3.799  0.271
H: -0.798 3.212 -2.512  0.230
H: -2.253 3.047 -3.636  0.242
F: 6.462 -0.946 -1.183  -0.262
C: 5.314 -0.835 -0.494  0.336
C: 4.881 -1.882 0.316  0.254
F: 5.641 -2.984 0.456  -0.270
C: 3.674 -1.763 0.997  0.453
F: 3.356 -2.744 1.875  -0.310
C: 2.831 -0.656 0.871  -0.687
Si: 1.202 -0.468 1.758  1.868
C: 0.449 -2.073 2.352  -0.694
C: -0.134 -2.291 3.603  0.450
F: -0.002 -1.365 4.584  -0.306
C: -0.837 -3.446 3.922  0.246
F: -1.440 -3.575 5.115  -0.268
C: -0.915 -4.478 2.988  0.338
F: -1.667 -5.556 3.240  -0.260
C: -0.259 -4.344 1.767  0.241
F: -0.308 -5.332 0.856  -0.272
C: 0.419 -3.168 1.486  0.455
F: 1.027 -3.068 0.277  -0.313
C: 1.497 0.677 3.222  -0.668
C: 2.668 0.616 3.988  0.439
F: 3.619 -0.305 3.677  -0.309
C: 2.884 1.399 5.119  0.258
F: 4.026 1.292 5.829  -0.268
C: 1.891 2.285 5.530  0.335
F: 2.074 3.041 6.628  -0.261
C: 0.704 2.375 4.803  0.253
F: -0.272 3.209 5.214  -0.273
C: 0.527 1.569 3.682  0.435
F: -0.679 1.594 3.052  -0.322
O: 0.147 0.288 0.473  -0.690
C: -0.915 -0.145 -0.090  0.947
C: -1.948 0.660 -0.818  -0.320
C: -3.191 -0.065 -0.303  -0.434
C: -2.750 -1.501 -0.256  -0.070
O: -1.313 -1.386 0.117  -0.445
C: 3.341 0.397 0.108  0.431
F: 2.653 1.572 0.078  -0.311
C: 4.544 0.320 -0.587  0.251
F: 4.974 1.360 -1.331  -0.278
H: -1.910 1.733 -0.559  0.275
H: -3.393 0.279 0.724  0.238
H: -4.100 0.100 -0.884  0.275
H: -3.237 -2.137 0.487  0.237
H: -2.789 -1.976 -1.241  0.209


no.,E_tot (Eh)
1,-4429.19380
2,-421.93295
3,-3678.10386